(1)
The following is a DFT calculation (ωB97M-V/def2-TZVPD) of C38H40BBrF4N8OPV as an isolated structure.

Structure (ORCA input):
```
! wB97M-V def2-TZVPD RIJCOSX def2/J DEFGRID3
* xyz 2 3
V -0.05526 0.01380 0.44791
C 1.26928 1.25910 -3.08664
C 0.96854 2.13707 -1.91352
C 1.05638 3.52809 -1.93706
C 0.87186 3.92817 -0.63354
N 0.69324 2.84270 0.12837
N 0.68159 1.72574 -0.66274
B 0.73571 2.72023 1.69140
N -0.72686 2.34789 2.09635
C -1.63288 3.26517 2.49730
C -2.82764 3.00807 1.88183
C -2.59818 1.90711 1.04684
C -3.61065 1.35050 0.10555
N -1.33157 1.49402 1.20469
N 1.77039 1.58472 2.00325
C 2.98001 1.82594 2.52869
C 3.84030 0.83277 2.13069
C 3.08808 -0.02454 1.33250
C 3.65213 -1.21284 0.62809
N 1.81875 0.42775 1.27379
N 1.20088 3.97778 2.36262
C 2.25533 4.79118 2.06798
C 2.55974 5.51105 3.18833
C 1.62813 5.08324 4.16257
C 1.46864 5.58030 5.56261
N 0.83841 4.14468 3.67277
H 1.99038 1.77888 -3.71426
H 0.39487 1.06201 -3.70525
H 1.71920 0.31219 -2.79308
H 1.26070 4.14579 -2.79366
H 0.86804 4.91232 -0.19894
H -1.33612 4.04028 3.18154
H -3.74957 3.55479 1.98219
H -4.27920 0.65390 0.61096
H -3.15975 0.86131 -0.75270
H -4.22412 2.17274 -0.25875
H 3.15326 2.69415 3.14259
H 4.88379 0.73139 2.37371
H 3.42409 -2.14839 1.14185
H 4.73528 -1.11142 0.61098
H 3.30928 -1.28817 -0.40109
H 2.74038 4.77822 1.10735
H 3.32540 6.26006 3.29525
H 2.34052 6.15379 5.86954
H 1.33444 4.75348 6.25824
H 0.59529 6.22819 5.64324
F 2.19607 -6.53254 2.94870
C 1.65430 -5.33857 2.92084
C 1.20433 -4.74287 4.08717
F 1.32385 -5.37002 5.23642
C 0.63818 -3.47783 4.03696
F 0.25587 -2.94967 5.18982
C 0.48374 -2.77096 2.84614
P -0.17150 -1.06047 2.88718
C 0.91513 -0.30273 4.14573
C 0.44687 0.72190 4.96414
C 1.26676 1.26367 5.93959
C 2.55849 0.78891 6.11420
C 3.03400 -0.22449 5.29546
C 2.22162 -0.76214 4.31028
C -1.81460 -1.18007 3.66058
C -2.51168 0.00833 3.89499
C -3.78188 -0.01927 4.44658
C -4.37919 -1.23247 4.76018
C -3.69962 -2.41676 4.51879
C -2.42593 -2.39344 3.96995
C 0.95466 -3.39899 1.69325
Br 0.83613 -2.63593 -0.03639
C 1.53011 -4.65655 1.71892
F 1.96730 -5.22998 0.60737
H -0.55609 1.10770 4.86246
H 0.88439 2.05414 6.56989
H 3.19022 1.19991 6.89011
H 4.03902 -0.60345 5.42534
H 2.61839 -1.54893 3.68226
H -2.07450 0.96346 3.64110
H -4.30352 0.91031 4.63187
H -5.37042 -1.25489 5.19223
H -4.15830 -3.36564 4.76232
H -1.92916 -3.33322 3.77906
C -2.73640 -3.12756 0.82470
C -2.87924 -1.63609 0.63724
O -1.79218 -1.05368 -0.15532
C -1.90889 -1.49198 -1.53772
C -0.99932 -0.66042 -2.39199
H -3.56679 -3.46192 1.44724
H -1.81201 -3.38873 1.33802
H -2.79082 -3.67698 -0.11370
H -3.80037 -1.40573 0.10270
H -2.88056 -1.10164 1.58057
H -2.95240 -1.35781 -1.82838
H -1.66520 -2.55214 -1.59478
H 0.05150 -0.80117 -2.12027
H -1.25344 0.39846 -2.31576
H -1.08763 -0.95939 -3.43587
*
```

Properties
Energy above the lowest of the compared OMol25 structures with the same formula, charge and spin, eV: 0.000
<S²>: 2.02
Orbital gap (alpha / beta), eV: 6.6 / 7.6

Mulliken atomic charge list, values in e, 2 entries:
1. V 0.45
2. C -1.59

---

(2)
The following is a DFT calculation (ωB97M-V/def2-TZVPD) of C27H50BiN6O3Si as an isolated structure.

Structure (ORCA input):
```
! wB97M-V def2-TZVPD RIJCOSX def2/J DEFGRID3
* xyz 1 1
Bi -0.05799 -0.98096 -0.73840
C 3.17559 -0.27167 -0.59503
C 3.91062 -1.59960 -0.81849
N 3.02881 -2.75586 -0.97687
C 2.99367 -3.73290 0.10650
C 1.59262 -4.02674 0.64137
N 0.78647 -2.84930 0.96928
C 1.24620 -1.99843 2.06213
C 2.33116 -1.02286 1.61340
N 2.01725 -0.38254 0.31678
H 2.78700 0.13096 -1.52867
H 3.89160 0.45597 -0.19646
H 4.62124 -1.77910 -0.00573
H 4.52606 -1.47161 -1.71157
H 3.19832 -3.21347 -1.85732
H 3.64022 -3.40474 0.92249
H 3.40746 -4.69258 -0.21787
H 1.70327 -4.68564 1.51377
H 1.03506 -4.58288 -0.11418
H -0.16153 -3.16180 1.15294
H 1.61654 -2.57665 2.91709
H 0.38095 -1.42763 2.40735
H 3.28548 -1.53267 1.53943
H 2.44543 -0.24873 2.37221
H 1.71451 0.57177 0.54222
C -3.87012 -0.21049 -2.62016
O -3.18795 -0.85444 -1.55592
C -3.93644 -1.94982 -1.06549
C -3.22593 -2.56355 0.11667
O -2.04685 -3.28579 -0.23366
C -2.32962 -4.58488 -0.73620
H -4.87349 0.09334 -2.30657
H -3.95302 -0.86677 -3.49167
H -3.30167 0.67568 -2.89015
H -4.09455 -2.69000 -1.86099
H -4.92752 -1.60770 -0.74111
H -3.91097 -3.22523 0.65635
H -2.91247 -1.76507 0.79111
H -2.93155 -5.15215 -0.02081
H -1.38004 -5.09448 -0.88171
H -2.85533 -4.54734 -1.69349
C 0.84962 -4.04126 -3.06824
Si 0.55008 -2.18652 -3.05061
C -1.06587 -1.87530 -3.94556
C 1.94021 -1.27198 -3.89745
H 0.41726 -4.43577 -3.99219
H 0.38243 -4.57382 -2.24097
H 1.91037 -4.29753 -3.08024
H -0.98042 -2.21351 -4.98245
H -1.33019 -0.81630 -3.95837
H -1.88097 -2.42745 -3.47391
H 1.92985 -1.50223 -4.96637
H 2.91717 -1.55838 -3.50857
H 1.81105 -0.19582 -3.77359
C -0.59347 2.18335 -3.35277
C -0.06512 2.02905 -1.92943
C 1.02437 3.06611 -1.67011
C -1.19838 2.19955 -0.92339
O 0.53153 0.74150 -1.83125
H -1.03082 3.17116 -3.51248
H -1.35730 1.43144 -3.56072
H 0.21969 2.04593 -4.06759
H 0.64172 4.08199 -1.78876
H 1.84509 2.92438 -2.37560
H 1.41156 2.95995 -0.65594
H -1.65220 3.18871 -1.01053
H -0.81900 2.09003 0.09429
H -1.98223 1.45147 -1.08115
N -3.96644 6.93930 7.11409
C -3.20732 6.36217 6.47413
C -2.25866 5.63470 5.67248
C -1.37199 6.32248 4.84802
C -0.46934 5.62142 4.06942
C -0.44471 4.23526 4.12985
C -1.31677 3.54353 4.95819
C -2.23166 4.24383 5.72362
N 0.48307 3.51584 3.32696
C 1.79917 3.84537 3.09249
C 2.27479 2.89058 2.24951
N 1.28094 1.98508 1.94782
C 0.22751 2.38870 2.61345
H -1.40229 7.40245 4.80993
H 0.20140 6.14753 3.40353
H -1.26685 2.46473 5.02000
H -2.91633 3.71811 6.37438
H 2.26617 4.69329 3.56127
H 3.26779 2.80544 1.83996
H -0.75299 1.93978 2.59234
*
```

Properties
Orbital gap, eV: 8.5

Mulliken atomic charge list, values in e, 2 entries:
1. Bi 1.44
2. C 0.03

---

(3)
The following is a DFT calculation (ωB97M-V/def2-TZVPD) of a 2-piece molecular cluster, CH4N2O2S overall in a non-equilibrium geometry.

Structure (ORCA input):
```
! wB97M-V def2-TZVPD RIJCOSX def2/J DEFGRID3
* xyz 0 1
C -2.71007 0.20285 0.34743
N -2.44702 -0.89894 -0.13992
N 0.99781 0.84053 0.71181
O -3.10806 1.25560 0.43852
O 0.55818 1.65172 -0.38526
S 1.96263 -0.41781 0.37274
H 1.16359 -1.52232 -0.48959
H -2.40366 -1.70938 0.39371
H 0.49803 2.47499 0.07542
H 2.46846 -0.32267 -0.92916
*
```

Properties
Energy above the lowest of the compared OMol25 structures with the same formula, charge and spin, eV: 4.615
Orbital gap, eV: 8.6

Mulliken atomic charge list, values in e, 2 entries:
1. C 0.56
2. N -0.47

---

(4)
The following is a DFT calculation (ωB97M-V/def2-TZVPD) of a 2-piece molecular cluster, C27H34N3O2 overall in a non-equilibrium geometry.

Structure (ORCA input):
```
! wB97M-V def2-TZVPD RIJCOSX def2/J DEFGRID3
* xyz 1 1
C -5.94930 2.98867 -0.65801
O -4.53754 2.77821 -0.43904
C -3.97252 1.66995 -0.98794
C -2.58659 1.47925 -0.73183
C -1.99217 0.32215 -1.18407
C -2.73841 -0.61632 -1.93596
C -4.08880 -0.43424 -2.22372
C -4.71279 0.71642 -1.74091
N -1.86288 -1.62599 -2.34117
C -2.19425 -2.75542 -3.18946
C -0.61201 -1.38468 -1.84253
C -0.61743 -0.17450 -1.11941
C 0.44777 0.46127 -0.45818
C 1.78593 -0.02978 -0.52559
C 2.16144 -1.36696 -0.31418
N 3.50487 -1.51498 -0.51782
C 4.22967 -2.76604 -0.41892
C 4.06025 -0.28376 -0.85238
C 3.01807 0.68322 -0.88162
C 3.28997 1.96069 -1.34576
C 4.61980 2.25914 -1.76209
O 5.00856 3.46160 -2.26038
C 4.03935 4.51514 -2.39479
C 5.64970 1.27726 -1.69567
C 5.36693 -0.00589 -1.24650
H -6.16994 3.92524 -0.15074
H -6.17455 3.07607 -1.73109
H -6.54288 2.17123 -0.22352
H -2.00581 2.24201 -0.21679
H -4.64455 -1.17215 -2.79386
H -5.77257 0.87842 -1.91746
H -3.26173 -2.73149 -3.42213
H -1.62296 -2.73397 -4.12663
H -1.95157 -3.68966 -2.67201
H 0.23123 -2.01866 -2.08663
H 0.25163 1.43682 0.00125
H 1.54120 -2.22600 -0.08036
H 5.27683 -2.59283 -0.67413
H 4.16462 -3.15626 0.60350
H 3.80855 -3.51383 -1.10254
H 2.48802 2.69886 -1.42186
H 4.61892 5.36157 -2.75993
H 3.26437 4.24197 -3.12317
H 3.57964 4.75507 -1.42718
H 6.64948 1.56519 -2.00952
H 6.13951 -0.76873 -1.20159
C -1.96916 -1.92073 2.35755
C -1.22370 -0.74758 2.99075
C -2.04914 0.52665 2.82558
C -0.97025 -1.09564 4.49034
C 0.46551 -1.62934 4.54665
C 1.15614 -1.12622 3.26036
N 0.10666 -0.55077 2.47245
H -2.94741 -2.01739 2.84734
H -2.12680 -1.77339 1.28387
H -1.40800 -2.85206 2.50419
H -3.01946 0.41453 3.32546
H -1.51563 1.37547 3.27374
H -2.22823 0.75969 1.76745
H -1.05179 -0.17849 5.08513
H -1.70467 -1.82706 4.84879
H 0.99292 -1.28005 5.44166
H 0.45288 -2.72606 4.54347
H 1.91715 -0.37395 3.52431
H 1.69385 -1.93191 2.73093
H 0.24405 -0.40895 1.48431
*
```

Properties
Energy above the lowest of the compared OMol25 structures with the same formula, charge and spin, eV: 0.460
Orbital gap, eV: 5.7

Mulliken atomic charge list, values in e, 2 entries:
1. C -0.93
2. O -0.43

---

(5)
The following is a DFT calculation (ωB97M-V/def2-TZVPD) of one molecule with the formula C6H12O in a non-equilibrium geometry.

Structure (ORCA input):
```
! wB97M-V def2-TZVPD RIJCOSX def2/J DEFGRID3
* xyz 0 1
C -2.24567 -0.01650 -0.66611
O -1.92869 -0.16425 -2.06826
C -1.01850 0.26383 0.23185
C 0.20757 -0.68520 0.16784
C 1.50583 -0.02293 0.57705
C 2.50909 0.26879 -0.27326
C 1.46703 0.30391 2.08209
H -2.65634 -0.99068 -0.34688
H -3.18305 0.62148 -0.67276
H -1.11510 0.33129 -2.20269
H -0.76935 1.37123 0.21895
H -1.46682 0.24637 1.23639
H 0.10368 -1.63380 0.75119
H 0.17471 -1.03579 -0.86484
H 2.59086 -0.28811 -1.19057
H 3.09579 1.19749 -0.23417
H 2.19744 -0.15271 2.72476
H 0.53270 -0.12787 2.48536
H 1.28405 1.36113 2.29064
*
```

Properties
Energy above the lowest of the compared OMol25 structures with the same formula, charge and spin, eV: 2.367
Orbital gap, eV: 10.0
SMILES string: C=C(C)CCCO

Mulliken atomic charge list, values in e, 2 entries:
1. C -0.52
2. O -0.52

---

(6)
The following is a DFT calculation (ωB97M-V/def2-TZVPD) of C14H15Cl2NO3 as an isolated structure in a non-equilibrium geometry.

Structure (ORCA input):
```
! wB97M-V def2-TZVPD RIJCOSX def2/J DEFGRID3
* xyz 0 1
O 3.42359 1.86269 -0.84200
C 2.36989 1.49880 -0.88138
N 1.96046 0.38826 -0.50497
H 0.87004 0.05565 -0.51680
C 2.71248 -0.91388 -0.14055
C 2.23812 -1.23979 1.48928
H 1.74145 -0.45680 2.14793
H 3.16034 -1.44871 1.86105
C 1.30657 -2.31733 1.14062
H 1.28459 -2.98838 2.12769
H 0.31080 -1.80255 0.94383
C 1.93276 -3.01380 0.00110
H 2.89227 -3.86963 0.39257
H 1.38080 -3.70961 -0.36344
C 2.55124 -2.03497 -0.96672
H 1.78751 -1.87490 -1.52802
H 3.55149 -2.45820 -1.22940
H 3.65229 -0.35948 0.05239
C 1.19020 2.56587 -1.36615
H 1.17594 2.74107 -2.24475
H 1.13308 3.37299 -0.80425
O -0.32986 1.99872 -0.98175
C -0.90341 2.36541 0.02167
O -0.55263 3.07129 0.96981
C -2.21541 1.73532 -0.20056
C -2.53979 0.67762 -0.93841
C -3.84374 -0.15170 -0.81513
C -4.64684 0.48093 0.24048
C -4.35145 1.19263 1.34934
C -3.00925 1.80817 1.19547
H -2.69599 2.66653 1.81477
H -4.95316 1.41798 1.94487
Cl -6.18199 -0.40908 0.43786
Cl -4.37862 -1.22166 -2.03631
H -2.02373 0.37055 -1.77013
*
```

Properties
Energy above the lowest of the compared OMol25 structures with the same formula, charge and spin, eV: 11.083
Orbital gap, eV: 8.5

Mulliken atomic charge list, values in e, 2 entries:
1. O -0.56
2. C 0.87